Version w
Entry from the OMol25 dataset: an isolated molecule of C4H7NOS (wB97M-V/def2-TZVPD).

Values from the calculation:
- E_HOMO (spin up / spin down): -8.92 / -7.34 eV
- Net charge: 0

The geometry in XYZ format:
```
14
Properties=species:S:1:pos:R:3:mulliken_charge:R:1
C 0.73470 -0.57568 0.22516 1.024
C 0.11096 0.90727 0.14203 -0.621
C -2.01626 0.28105 0.61273 -0.246
C 2.11106 -0.66704 -0.30626 -1.183
N 0.16102 -1.45213 0.78276 -0.676
O -1.19673 0.91214 -0.17970 -0.232
S -3.56199 -0.10131 -0.21233 -0.184
H 0.27635 1.33688 1.14923 0.334
H 0.61119 1.56095 -0.58696 0.304
H -1.56366 -0.50140 1.19000 0.435
H 2.62864 0.15422 0.21447 0.289
H 2.08930 -0.45010 -1.38052 0.295
H 2.72750 -1.57559 -0.25331 0.342
H -3.11210 0.17074 -1.39730 0.119
```



Version x
Entry from the OMol25 dataset: an isolated molecule of C4H7NOS (wB97M-V/def2-TZVPD).

Values from the calculation:
- E_HOMO: -8.38 eV
- Net charge: 0

The geometry in XYZ format:
```
14
Properties=species:S:1:pos:R:3:mulliken_charge:R:1
C 0.53203 -1.27430 0.01245 0.061
C 1.84311 -1.48043 0.11563 -0.635
C 1.16198 1.04781 0.77333 -0.555
C -1.36716 0.34930 -0.25528 -0.957
N -0.06160 -0.11505 0.32845 -0.127
O 3.18068 0.43467 -0.96189 -0.573
S 2.71234 0.03931 0.33903 0.315
H -0.23267 -2.13417 -0.27135 0.238
H 2.28499 -2.40676 0.14656 0.452
H 0.97329 1.92519 0.00613 0.319
H 1.04916 1.23309 1.77458 0.411
H -2.20734 -0.31445 -0.26866 0.330
H -1.55072 1.13352 0.41265 0.337
H -1.13510 0.61545 -1.23055 0.384
```



The structure shown above that is least stable: version w.